1.
73
Properties=species:S:1:pos:R:3 method="wB97M-V/def2-TZVPD" energy_ha=-1589.5085 homo_lumo_gap_ev=5.74 charge=+1 relative_energy_ev=0.000
N -2.00 -2.28 0.98
N -1.98 -1.23 0.45
N -1.98 -0.13 -0.11
C -2.46 1.03 0.54
C -2.56 2.18 -0.46
C -3.41 3.26 -0.27
C -3.42 4.31 -1.16
C -2.58 4.31 -2.25
C -1.72 3.24 -2.45
C -1.72 2.19 -1.56
C -3.83 0.76 1.15
C -4.72 -0.06 0.47
C -5.99 -0.28 0.95
C -6.39 0.31 2.13
C -5.52 1.13 2.83
C -4.25 1.35 2.34
C -1.43 1.41 1.64
C -0.01 1.63 1.09
C 0.92 1.19 2.23
C 0.11 0.10 2.97
N -1.31 0.34 2.66
H -4.06 3.26 0.58
H -4.10 5.14 -1.00
H -2.59 5.13 -2.94
H -1.06 3.24 -3.30
H -1.06 1.35 -1.72
H -4.40 -0.51 -0.45
H -6.68 -0.91 0.41
H -7.38 0.13 2.52
H -5.82 1.59 3.75
H -3.59 2.01 2.86
H -1.76 2.34 2.13
H 0.15 1.02 0.20
H 0.16 2.68 0.79
H 1.88 0.82 1.86
H 1.12 2.03 2.89
H 0.37 -0.89 2.59
H 0.29 0.11 4.05
H -1.88 0.54 3.49
C 5.85 -1.35 1.99
C 5.03 -0.63 0.99
N 5.18 0.69 0.70
C 4.30 1.05 -0.32
C 3.57 -0.09 -0.69
C 2.70 -0.03 -1.78
C 2.52 1.16 -2.44
C 3.23 2.30 -2.05
C 4.12 2.26 -1.01
C 4.01 -1.17 0.17
C 3.64 -2.53 0.10
C 2.55 -3.08 -0.67
C 1.27 -2.50 -0.71
C 0.28 -3.04 -1.50
C 0.52 -4.16 -2.30
C -0.52 -4.68 -3.23
C 1.77 -4.77 -2.22
C 2.76 -4.26 -1.41
H 5.56 -2.39 2.06
H 6.90 -1.30 1.74
H 5.72 -0.90 2.98
H 5.89 1.32 1.09
H 2.19 -0.92 -2.10
H 1.85 1.20 -3.28
H 3.08 3.22 -2.59
H 4.70 3.12 -0.72
H 4.32 -3.24 0.55
H 1.06 -1.65 -0.10
H -0.71 -2.61 -1.50
H -0.19 -5.60 -3.72
H -1.45 -4.90 -2.70
H -0.74 -3.96 -4.01
H 1.97 -5.64 -2.83
H 3.72 -4.74 -1.36

2.
75
Properties=species:S:1:pos:R:3 method="wB97M-V/def2-TZVPD" energy_ha=-2236.6859 homo_lumo_gap_ev=4.48 relative_energy_ev=0.399
C 5.37 3.75 -0.18
C 4.37 3.93 0.79
C 3.03 4.02 0.41
C 2.68 3.87 -0.93
S 0.94 3.93 -1.39
C 0.33 2.32 -1.26
C -1.04 1.96 -1.04
O -1.42 0.78 -0.99
C -2.05 3.09 -0.89
C -2.18 4.09 -1.86
C -3.09 5.14 -1.67
C -3.89 5.17 -0.51
C -3.80 4.13 0.43
C -2.92 3.06 0.20
O 0.36 4.77 -0.36
O 0.94 4.36 -2.77
C 3.67 3.77 -1.92
C 5.02 3.69 -1.53
H 6.41 3.66 0.12
H 4.63 4.02 1.84
H 2.25 4.20 1.15
H 1.08 1.55 -1.40
H -1.60 4.04 -2.78
H -3.16 5.93 -2.42
H -4.59 5.99 -0.36
H -4.41 4.13 1.33
H -2.86 2.21 0.88
H 3.39 3.76 -2.97
H 5.78 3.58 -2.30
C -6.71 -1.81 -1.84
O -5.27 -1.80 -1.77
C -4.64 -1.78 -0.57
C -3.22 -1.71 -0.64
C -2.51 -1.63 0.53
C -3.19 -1.65 1.77
C -4.57 -1.75 1.86
C -5.31 -1.82 0.69
N -2.23 -1.67 2.78
C -2.56 -1.77 4.19
C -0.98 -1.63 2.24
C -1.07 -1.60 0.83
C -0.03 -1.64 -0.10
C 1.32 -1.65 0.30
C 1.89 -0.87 1.32
N 3.19 -1.22 1.50
C 4.08 -0.63 2.49
C 3.54 -2.24 0.62
C 2.39 -2.56 -0.15
C 2.41 -3.67 -0.97
C 3.61 -4.43 -1.04
O 3.77 -5.52 -1.85
C 2.68 -5.98 -2.66
C 4.75 -4.08 -0.27
C 4.71 -2.98 0.58
H -6.90 -1.82 -2.92
H -7.13 -2.71 -1.37
H -7.14 -0.91 -1.39
H -2.72 -1.70 -1.60
H -5.05 -1.77 2.84
H -6.40 -1.88 0.72
H -3.65 -1.77 4.28
H -2.17 -2.69 4.64
H -2.15 -0.91 4.74
H -0.08 -1.66 2.85
H -0.29 -1.75 -1.15
H 1.41 -0.11 1.94
H 5.04 -1.14 2.42
H 4.23 0.44 2.28
H 3.68 -0.73 3.50
H 1.50 -3.97 -1.50
H 3.12 -6.81 -3.21
H 1.84 -6.33 -2.04
H 2.33 -5.20 -3.35
H 5.64 -4.70 -0.37
H 5.56 -2.71 1.20